{"formula": "C64H165BN15O23", "method": "ωB97M-V/def2-TZVPD", "symbols": ["O", "C", "O", "B", "O", "C", "O", "O", "C", "O", "C", "O", "O", "C", "C", "C", "O", "C", "N", "H", "H", "H", "H", "H", "H", "H", "H", "H", "H", "H", "C", "C", "C", "O", "C", "N", "H", "H", "H", "H", "H", "H", "H", "H", "H", "H", "H", "C", "C", "C", "O", "C", "N", "H", "H", "H", "H", "H", "H", "H", "H", "H", "H", "H", "C", "C", "C", "O", "C", "N", "H", "H", "H", "H", "H", "H", "H", "H", "H", "H", "H", "C", "C", "C", "O", "C", "N", "H", "H", "H", "H", "H", "H", "H", "H", "H", "H", "H", "C", "C", "C", "O", "C", "N", "H", "H", "H", "H", "H", "H", "H", "H", "H", "H", "H", "C", "C", "C", "O", "C", "N", "H", "H", "H", "H", "H", "H", "H", "H", "H", "H", "H", "C", "C", "C", "O", "C", "N", "H", "H", "H", "H", "H", "H", "H", "H", "H", "H", "H", "C", "C", "C", "O", "C", "N", "H", "H", "H", "H", "H", "H", "H", "H", "H", "H", "H", "C", "C", "C", "O", "C", "N", "H", "H", "H", "H", "H", "H", "H", "H", "H", "H", "H", "C", "C", "C", "O", "C", "N", "H", "H", "H", "H", "H", "H", "H", "H", "H", "H", "H", "C", "C", "C", "O", "C", "N", "H", "H", "H", "H", "H", "H", "H", "H", "H", "H", "H", "C", "C", "C", "O", "C", "N", "H", "H", "H", "H", "H", "H", "H", "H", "H", "H", "H", "C", "C", "C", "O", "C", "N", "H", "H", "H", "H", "H", "H", "H", "H", "H", "H", "H", "C", "C", "C", "O", "C", "N", "H", "H", "H", "H", "H", "H", "H", "H", "H", "H", "H"], "coordinates": [[-25.6048, -23.2985, 0.3589], [-25.2098, -24.2424, 1.0590], [-25.7643, -25.4756, 1.2235], [-24.9515, -26.1991, 2.2007], [-23.7796, -25.2960, 2.4836], [-23.9515, -24.1438, 1.8983], [-23.2507, -23.1276, 2.0209], [-24.5073, -27.5434, 1.7538], [-24.6905, -28.3894, 2.7526], [-24.4155, -29.5675, 2.7740], [-25.5008, -27.6126, 3.9160], [-25.7703, -26.3958, 3.4425], [-25.9560, -28.0861, 4.9733], [-27.1411, -18.1821, -9.5614], [-27.7938, -19.1417, -8.6606], [-28.1421, -20.3618, -9.4168], [-29.2556, -20.1478, -10.3135], [-30.4730, -20.5360, -9.8259], [-26.8721, -19.3799, -7.5787], [-27.8210, -17.8555, -10.3482], [-26.2447, -18.5339, -10.0720], [-26.8339, -17.2649, -9.0590], [-28.7068, -18.7384, -8.2226], [-28.3229, -21.1856, -8.7263], [-27.2785, -20.6965, -9.9915], [-30.4597, -21.6058, -9.6179], [-31.2983, -20.3829, -10.5213], [-30.7317, -19.9266, -8.9599], [-26.5292, -18.4820, -7.2683], [-27.3620, -19.7325, -6.7689], [-19.4066, -15.7804, 6.9201], [-20.6214, -14.8783, 6.5924], [-21.8566, -15.6814, 5.9299], [-22.7778, -14.8080, 5.3367], [-23.8150, -15.4684, 4.6683], [-21.0887, -14.1111, 7.7765], [-18.8827, -16.1111, 6.0233], [-19.6007, -16.6964, 7.4781], [-18.6744, -15.1635, 7.4410], [-20.2673, -14.0663, 5.9572], [-22.3127, -16.3396, 6.6695], [-21.4732, -16.3701, 5.1770], [-24.3736, -16.1430, 5.3171], [-23.4105, -16.0987, 3.8763], [-24.3677, -14.6795, 4.1583], [-21.9701, -13.6834, 7.5312], [-21.3422, -14.7483, 8.5180], [-16.6684, -21.0678, -2.5768], [-15.9570, -21.0512, -3.9098], [-16.8040, -20.1786, -4.9077], [-16.1593, -20.3022, -6.1860], [-16.8831, -19.5120, -7.1656], [-14.6665, -20.5108, -3.7140], [-16.3904, -22.0051, -2.0948], [-17.7305, -21.0281, -2.8183], [-16.4147, -20.2305, -1.9266], [-15.9972, -22.0464, -4.3525], [-16.7980, -19.1375, -4.5848], [-17.8468, -20.4957, -4.9130], [-16.3146, -19.5278, -8.0955], [-16.9495, -18.4895, -6.7940], [-17.8905, -19.9194, -7.2504], [-14.8043, -19.7474, -3.0673], [-14.4733, -20.0151, -4.5725], [-30.3267, -30.4896, -4.1749], [-31.3578, -31.6439, -4.0082], [-32.6888, -31.4069, -4.9113], [-33.5958, -32.5098, -4.7627], [-34.9088, -32.1237, -5.2852], [-30.7323, -32.8488, -4.5547], [-30.0507, -30.3374, -5.2183], [-29.4498, -30.6843, -3.5574], [-30.6944, -29.4988, -3.9081], [-31.7516, -31.7975, -3.0035], [-32.5933, -31.2703, -5.9885], [-33.1507, -30.5097, -4.4992], [-35.3452, -31.2738, -4.7604], [-35.6453, -32.9272, -5.2745], [-34.8088, -31.7455, -6.3026], [-30.4986, -32.7584, -5.5331], [-31.5170, -33.4841, -4.5279], [-28.1219, -16.3916, 10.8074], [-29.1364, -17.5383, 10.7933], [-28.4331, -18.9400, 10.6168], [-27.7417, -19.1412, 9.4379], [-27.1383, -20.3738, 9.1964], [-29.8585, -17.3508, 12.0427], [-28.6368, -15.4404, 10.6726], [-27.4238, -16.4652, 9.9735], [-27.5871, -16.3800, 11.7571], [-29.8636, -17.3848, 9.9960], [-29.1789, -19.7010, 10.8467], [-27.7109, -18.9211, 11.4329], [-26.6116, -20.4273, 8.2436], [-27.8720, -21.1790, 9.2328], [-26.3700, -20.5626, 9.9462], [-29.1300, -17.3833, 12.7414], [-30.1451, -16.3837, 12.0948], [-21.6930, -28.4510, 11.0305], [-21.4337, -26.9818, 10.7262], [-21.7206, -26.0543, 12.0192], [-23.0727, -25.9388, 12.2800], [-23.4055, -24.9222, 13.2123], [-20.0155, -26.9284, 10.3294], [-21.2634, -28.7162, 11.9965], [-21.3400, -29.1685, 10.2898], [-22.7716, -28.5778, 11.1238], [-22.1452, -26.5965, 9.9958], [-21.4306, -25.0918, 11.5977], [-21.1358, -26.2864, 12.9092], [-24.4857, -24.8567, 13.3430], [-23.0918, -23.9481, 12.8371], [-23.0282, -25.1192, 14.2157], [-19.7257, -25.9609, 10.3215], [-19.5029, -27.3224, 11.1054], [-28.0155, -30.0849, 14.0762], [-29.4852, -29.8577, 13.8103], [-29.7215, -29.0625, 12.5667], [-31.1627, -28.9651, 12.3197], [-31.3650, -28.4989, 10.9937], [-30.1095, -31.1650, 13.8101], [-27.9287, -30.5173, 15.0730], [-27.4844, -29.1338, 14.1140], [-27.5378, -30.7194, 13.3296], [-29.9907, -29.3133, 14.6080], [-29.0836, -29.5272, 11.8149], [-29.3389, -28.0464, 12.6632], [-30.8630, -29.1151, 10.2477], [-31.1064, -27.4620, 10.7791], [-32.4354, -28.4351, 10.7982], [-29.7579, -31.7357, 13.0545], [-31.0208, -30.9244, 13.4473], [-33.2932, -28.8603, 2.4087], [-34.7527, -28.7387, 1.9292], [-35.8003, -29.0127, 3.1200], [-35.7479, -30.4486, 3.4160], [-36.2951, -31.2784, 2.4940], [-34.9012, -27.3726, 1.4985], [-32.9729, -28.1393, 3.1607], [-32.5601, -28.7419, 1.6108], [-33.0672, -29.8743, 2.7387], [-34.9424, -29.3402, 1.0402], [-36.7974, -28.6984, 2.8116], [-35.5620, -28.3443, 3.9475], [-37.3154, -31.4733, 2.8242], [-35.7552, -32.2056, 2.6862], [-36.3811, -30.8209, 1.5084], [-34.4268, -27.1209, 0.6431], [-34.6584, -26.7004, 2.2122], [-17.0296, -30.8295, 2.9416], [-15.7733, -31.6549, 3.1966], [-14.9181, -31.9851, 1.9262], [-15.5132, -32.8772, 1.0919], [-14.8420, -33.1444, -0.1350], [-15.0095, -31.0764, 4.3195], [-16.8334, -29.8339, 2.5438], [-17.6789, -30.7042, 3.8081], [-17.7052, -31.1773, 2.1602], [-16.2254, -32.6026, 3.4893], [-13.9808, -32.4687, 2.2015], [-14.7156, -31.0510, 1.4024], [-13.8705, -33.6017, 0.0522], [-14.6589, -32.2460, -0.7246], [-15.4843, -33.8187, -0.7014], [-14.6510, -30.1818, 4.0174], [-15.6918, -30.8403, 5.0258], [-22.7679, -34.0396, -3.0789], [-22.7994, -35.5326, -2.5766], [-21.5013, -35.7300, -1.8187], [-21.2961, -37.1295, -1.4882], [-19.9346, -37.4415, -1.2206], [-23.9663, -35.6245, -1.7703], [-23.6807, -33.9687, -3.6704], [-21.9515, -33.9460, -3.7950], [-22.6748, -33.2969, -2.2865], [-22.9680, -36.0987, -3.4927], [-21.4384, -35.0847, -0.9424], [-20.6615, -35.4242, -2.4427], [-19.5053, -36.8559, -0.4076], [-19.3192, -37.3706, -2.1175], [-19.7742, -38.5078, -1.0613], [-24.6976, -35.1967, -2.3201], [-23.8278, -34.8621, -1.1225], [-21.7065, -37.8415, 6.0941], [-22.0172, -38.6565, 4.8374], [-21.5581, -40.1309, 4.8394], [-21.8948, -40.7723, 3.5946], [-21.4115, -42.0405, 3.5335], [-23.4449, -38.6369, 4.5898], [-20.6593, -37.5426, 6.1397], [-21.8454, -38.3577, 7.0440], [-22.2040, -36.8717, 6.0862], [-21.5735, -38.0947, 4.0155], [-22.0378, -40.6451, 5.6723], [-20.4749, -40.1311, 4.9614], [-21.8736, -42.7320, 4.2380], [-20.3245, -42.0991, 3.5889], [-21.7147, -42.4224, 2.5587], [-23.7396, -37.6742, 4.6704], [-23.8662, -39.0949, 5.3852], [-36.7676, -24.8337, -6.4794], [-37.1097, -24.0722, -5.1554], [-36.0231, -23.0455, -4.7405], [-34.8197, -23.7429, -4.4032], [-33.7245, -22.8799, -4.1234], [-38.4152, -23.4500, -5.2296], [-36.6570, -24.2259, -7.3774], [-37.4994, -25.6236, -6.6489], [-35.8248, -25.3516, -6.3033], [-37.1265, -24.7009, -4.2650], [-36.4190, -22.4391, -3.9259], [-36.0028, -22.4142, -5.6289], [-33.8319, -22.3020, -3.2055], [-33.4560, -22.1885, -4.9221], [-32.8644, -23.5019, -3.8753], [-38.5251, -22.9406, -6.0947], [-38.4624, -22.7747, -4.4800], [-25.4121, -11.5009, -3.7950], [-23.8721, -11.4530, -4.0014], [-23.2576, -12.5843, -4.8333], [-23.6764, -13.8758, -4.3828], [-23.2929, -14.1699, -3.0397], [-23.6386, -10.1869, -4.6277], [-25.9354, -11.2115, -4.7063], [-25.8157, -10.8165, -3.0488], [-25.6000, -12.5255, -3.4743], [-23.4946, -11.5378, -2.9823], [-22.1786, -12.4557, -4.9191], [-23.6339, -12.6108, -5.8559], [-23.4389, -15.2247, -2.8068], [-23.8473, -13.5949, -2.2980], [-22.2124, -14.0273, -3.0487], [-23.7333, -9.4422, -3.9519], [-22.6401, -10.1118, -4.7603], [-27.7055, -37.5038, 9.6854], [-28.8852, -38.3229, 9.1366], [-30.0859, -37.4832, 8.6788], [-29.6251, -36.7147, 7.5862], [-30.4564, -35.5713, 7.4389], [-28.3478, -39.1685, 8.0797], [-26.8417, -38.1351, 9.8940], [-28.0080, -36.9915, 10.5987], [-27.4183, -36.7342, 8.9690], [-29.2032, -38.9636, 9.9590], [-30.4156, -36.9101, 9.5454], [-31.0096, -37.9628, 8.3548], [-31.4399, -35.7791, 7.0173], [-29.9375, -34.9212, 6.7345], [-30.5745, -35.1130, 8.4208], [-29.1099, -39.7857, 7.8385], [-27.7264, -39.8901, 8.4161], [-13.3936, -20.6083, 8.5932], [-13.2936, -21.9447, 7.8573], [-14.4209, -22.1902, 6.8377], [-15.6620, -22.1450, 7.5267], [-16.8651, -22.2627, 6.7877], [-12.0889, -21.7647, 7.1017], [-12.7241, -20.3496, 9.4135], [-14.4086, -20.5901, 8.9901], [-13.2775, -19.8357, 7.8330], [-13.1765, -22.7317, 8.6022], [-14.2810, -23.2127, 6.4867], [-14.4060, -21.3816, 6.1069], [-17.7437, -22.3148, 7.4306], [-16.8803, -23.0726, 6.0584], [-17.0234, -21.3731, 6.1780], [-11.3346, -21.5824, 7.7481], [-11.9691, -22.7184, 6.7915]], "forces_ev_per_angstrom": [[0.51, -2.99, 1.70], [-1.60, 1.85, -2.03], [0.81, 1.65, -0.49], [-0.21, 0.28, 0.23], [-0.03, -0.73, 0.27], [1.73, 2.43, 0.60], [-1.61, -2.57, -0.35], [-0.13, 0.62, 0.60], [-0.55, -1.10, 1.02], [-0.12, 1.37, -0.07], [-1.60, -1.15, 1.73], [1.11, -0.87, -0.09], [1.69, 1.24, -3.11], [0.14, 2.04, -1.47], [-0.17, 0.66, 0.82], [-0.61, -1.43, -0.52], [2.04, 0.42, -0.71], [-1.02, -0.32, 0.75], [0.52, -0.61, 0.78], [-0.10, -0.08, -0.09], [0.00, -0.51, 0.23], [-0.06, 0.09, 0.26], [-0.46, 0.35, -0.41], [-0.48, -0.18, 0.10], [-0.05, 0.14, -0.34], [-0.19, -0.15, 0.49], [0.39, 0.22, -0.50], [-0.18, -0.29, 0.53], [0.30, 0.09, -0.03], [-0.04, -0.41, 0.11], [-0.14, 0.52, -0.38], [-1.43, -0.55, 0.22], [2.08, 0.40, 0.06], [0.37, 0.47, 0.72], [0.47, -0.02, -0.71], [0.25, -0.56, -0.07], [-0.27, 0.07, -0.29], [-0.35, 0.20, 0.27], [-0.09, -0.10, 0.31], [-0.15, -0.40, -0.68], [-0.24, 0.15, 0.49], [0.26, -0.07, -0.38], [-0.44, 0.33, 0.18], [0.20, -0.22, -0.21], [-0.52, -0.26, 0.38], [-0.12, 0.32, -0.21], [0.12, -0.28, 0.27], [-0.43, -0.81, -0.31], [-2.58, 0.98, -0.55], [1.36, -0.88, 0.13], [-1.11, 0.77, -0.11], [0.76, -0.56, 1.09], [1.23, 0.63, -0.53], [-0.36, 0.15, 0.42], [-0.18, -0.28, 0.66], [0.03, 0.05, -0.11], [0.53, -0.16, 0.06], [0.09, 0.35, 0.10], [-0.14, -0.30, -0.35], [-0.22, -0.15, 0.05], [-0.06, 0.22, -0.13], [-0.05, 0.02, -0.39], [0.31, 0.10, 0.41], [0.82, -0.14, -0.43], [-0.96, 0.12, 0.46], [-0.64, 0.85, -3.60], [0.20, 0.25, 1.68], [-1.31, 0.51, -0.11], [0.99, 0.24, 0.07], [-0.36, -0.68, 1.35], [0.19, -0.56, -0.11], [0.02, -0.10, -0.21], [-0.33, -0.08, 0.42], [0.47, -0.06, 0.08], [0.91, 0.20, -0.11], [-0.32, 0.30, -0.04], [0.18, 0.01, 0.57], [0.55, -0.30, 0.18], [0.16, -0.28, -0.35], [0.03, 0.44, -0.11], [0.22, -0.87, -0.18], [0.32, -0.21, -1.44], [0.79, 0.77, -1.11], [-0.52, 0.79, 1.96], [-0.42, 1.60, -1.66], [0.16, -0.68, 0.83], [-0.25, -1.45, 0.62], [-0.06, 0.07, 0.19], [0.28, -0.01, 0.06], [0.16, -0.03, -0.06], [0.11, -0.11, -0.27], [-0.09, -0.34, -0.22], [0.28, -0.44, 0.52], [-0.41, 0.57, -0.15], [-0.07, -0.19, -0.01], [0.09, -0.20, 0.33], [-0.05, -0.27, 0.63], [-0.31, 0.12, -0.25], [-1.14, 0.09, 0.28], [0.25, -0.52, 2.05], [0.58, 0.10, -2.39], [-1.47, -0.45, 0.67], [-0.27, -0.14, -0.26], [-0.76, 0.83, 0.10], [0.16, -0.03, 0.07], [0.12, 0.36, -0.19], [-0.06, -0.24, 0.11], [0.44, -0.07, -0.43], [0.68, 0.55, 0.40], [0.22, -0.31, 0.06], [-0.08, -0.34, -0.39], [0.34, 0.15, 0.13], [0.51, 0.00, 0.02], [0.22, 0.34, -0.31], [0.26, -0.32, 0.08], [0.15, 1.00, 0.71], [0.30, -0.25, 0.59], [-0.60, 0.56, 0.13], [1.91, -0.08, -0.86], [-0.94, 0.30, -0.27], [-1.11, 0.07, -0.47], [0.17, -0.27, -0.16], [0.19, 0.05, -0.13], [-0.14, -0.08, -0.01], [0.34, 0.09, 0.41], [-0.70, -0.22, -0.95], [0.07, 0.20, 0.18], [-0.08, -0.21, 0.04], [0.84, 0.26, 0.59], [-0.14, -0.72, 0.10], [0.61, -0.20, -0.17], [-0.85, -0.49, 0.25], [0.33, -1.66, -0.25], [0.66, 1.26, 1.47], [1.06, -1.30, -2.33], [1.46, 3.82, 2.16], [-1.50, -0.71, 0.35], [-1.47, 1.17, -0.43], [-0.54, -0.01, 0.24], [-0.33, 0.30, -0.48], [-0.09, -0.07, 0.55], [-0.05, -0.38, 0.35], [-0.20, -0.24, -0.31], [0.37, -0.74, 0.45], [-0.57, -0.26, -0.29], [0.05, -0.25, -1.24], [0.55, -0.63, -0.37], [0.12, -0.25, 0.10], [0.14, -0.06, 0.02], [-0.54, 0.91, -1.33], [-1.05, -0.63, -0.44], [0.87, 1.13, 1.52], [-1.93, -1.20, -1.53], [-0.24, 0.15, 0.68], [0.19, -0.57, -0.74], [0.49, 0.38, 0.34], [0.33, -0.13, 0.30], [0.16, -0.81, -0.06], [0.62, -0.42, 0.42], [0.52, 0.54, 0.67], [0.27, 0.39, -0.15], [0.14, -0.23, 0.05], [-0.15, 0.29, 0.01], [0.13, 0.02, 0.09], [0.21, 0.24, -0.09], [-0.03, -0.06, 0.27], [0.59, -1.39, -1.05], [0.73, 2.56, -0.73], [0.47, -1.91, -0.55], [0.31, 0.53, 0.23], [-0.09, -0.30, -0.70], [-0.88, -0.21, 1.10], [-0.10, 0.68, 0.20], [0.19, 0.41, 0.01], [-0.19, -0.08, -0.02], [0.70, -0.63, 0.24], [-0.35, -0.06, 0.38], [0.05, 0.08, -0.33], [-0.01, 0.03, 0.07], [0.13, 0.94, -0.35], [-0.81, -0.08, 0.75], [-0.61, -0.45, -0.28], [-0.13, -0.10, 1.03], [1.48, -0.10, 0.30], [-0.36, 0.14, -0.13], [-0.03, 1.03, -0.87], [-0.24, 2.17, 1.32], [-0.01, -1.55, -1.03], [-0.42, -0.13, -0.02], [0.38, -0.17, -0.19], [-0.58, -0.11, -0.02], [-0.47, -0.26, 0.00], [0.31, -0.38, -0.27], [-0.04, -0.23, 0.19], [0.23, -0.28, 0.18], [0.06, 0.00, 0.57], [0.27, -0.02, 0.22], [0.18, -0.08, -0.17], [-0.30, 0.17, -0.20], [-0.47, -0.22, 0.12], [0.16, -0.37, 1.68], [0.83, -0.03, 0.03], [-0.47, -1.00, -0.99], [-0.40, 1.22, -0.39], [0.39, -0.41, 0.63], [-0.11, 0.12, -0.07], [-0.17, 0.33, 0.21], [-0.19, 0.19, -0.10], [0.14, 0.08, -0.16], [-0.14, -0.90, -0.40], [0.22, 0.01, 0.40], [1.04, 0.54, -0.12], [-0.66, 0.26, 0.09], [-0.21, -0.12, -0.30], [-0.01, -0.23, -0.46], [0.00, 0.13, -0.16], [-0.41, 0.18, 0.11], [0.59, -1.00, -0.34], [-1.92, 0.03, 0.65], [-1.63, -0.57, -0.19], [0.03, 0.04, 0.49], [0.58, -0.25, -0.83], [1.64, 0.97, -0.26], [0.07, -0.52, -0.22], [0.58, 0.07, 0.32], [-0.74, 0.03, -0.17], [0.61, 0.12, 0.12], [0.37, -0.21, 0.43], [-0.08, 0.58, -0.08], [-0.33, -0.03, -0.41], [0.26, 0.22, 0.03], [0.17, 0.33, 0.88], [-0.75, 0.19, 0.25], [0.54, -0.02, -0.68], [-0.79, 0.67, -0.18], [0.72, -0.64, 0.75], [1.16, -0.22, -0.42], [-0.82, 0.72, 0.51], [0.79, -0.03, -0.38], [-0.86, -0.76, -0.84], [-0.13, -0.08, 0.00], [0.10, -0.01, 0.16], [0.09, -0.11, -0.09], [-0.46, 0.02, 0.37], [0.24, 0.66, 0.12], [0.12, -0.99, 0.04], [-0.19, -0.36, 0.04], [-0.09, 0.20, 0.20], [-0.08, 0.42, -0.07], [-0.53, 0.06, -0.82], [0.74, 0.44, 0.62], [-2.04, 0.10, -0.10], [0.19, 2.10, 1.13], [-0.70, 0.15, 1.65], [-0.51, -0.30, 0.76], [0.36, 0.66, -0.82], [0.63, -1.53, -1.01], [0.36, -0.71, -0.10], [-0.08, 0.55, 0.19], [-0.18, 0.18, 0.04], [-0.53, -0.44, -0.07], [0.09, 0.08, -0.87], [0.30, -0.31, -0.48], [0.43, -0.28, 0.35], [0.18, -0.49, 0.25], [0.09, 0.38, -0.12], [0.24, 0.04, 0.01], [1.17, -0.15, -0.84]], "lowdin_charge": [0.10, -0.33, 0.22, -0.84, 0.22, -0.40, 0.09, 0.22, -0.37, 0.12, -0.33, 0.20, 0.08, -0.08, -0.50, -0.19, -0.18, -0.15, 0.04, 0.09, 0.09, 0.08, 0.14, 0.12, 0.13, 0.09, 0.09, 0.08, 0.07, 0.08, -0.07, -0.38, -0.20, -0.20, -0.12, 0.02, 0.07, 0.07, 0.07, 0.13, 0.12, 0.11, 0.09, 0.08, 0.09, 0.06, 0.06, -0.06, -0.47, -0.21, -0.21, -0.09, 0.04, 0.08, 0.08, 0.08, 0.14, 0.12, 0.12, 0.09, 0.08, 0.08, 0.06, 0.06, -0.07, -0.37, -0.20, -0.21, -0.09, 0.02, 0.07, 0.08, 0.07, 0.13, 0.12, 0.11, 0.08, 0.08, 0.08, 0.07, 0.05, -0.08, -0.42, -0.21, -0.18, -0.11, 0.01, 0.07, 0.07, 0.08, 0.13, 0.12, 0.12, 0.09, 0.09, 0.08, 0.06, 0.06, -0.08, -0.40, -0.22, -0.19, -0.11, 0.03, 0.07, 0.08, 0.08, 0.14, 0.11, 0.12, 0.08, 0.08, 0.08, 0.06, 0.06, -0.07, -0.49, -0.20, -0.18, -0.13, 0.04, 0.08, 0.08, 0.08, 0.14, 0.13, 0.13, 0.09, 0.08, 0.08, 0.07, 0.06, -0.07, -0.41, -0.12, -0.21, -0.16, 0.00, 0.08, 0.07, 0.07, 0.12, 0.11, 0.12, 0.08, 0.10, 0.09, 0.07, 0.07, -0.08, -0.41, -0.24, -0.19, -0.09, 0.03, 0.07, 0.08, 0.07, 0.13, 0.12, 0.12, 0.08, 0.08, 0.09, 0.06, 0.06, -0.07, -0.45, -0.19, -0.18, -0.13, 0.03, 0.07, 0.07, 0.08, 0.14, 0.13, 0.11, 0.09, 0.08, 0.08, 0.06, 0.07, -0.08, -0.44, -0.18, -0.17, -0.17, 0.03, 0.07, 0.07, 0.08, 0.14, 0.12, 0.12, 0.09, 0.09, 0.09, 0.07, 0.07, -0.05, -0.44, -0.22, -0.17, -0.11, 0.03, 0.07, 0.07, 0.07, 0.13, 0.12, 0.12, 0.08, 0.08, 0.09, 0.07, 0.06, -0.05, -0.46, -0.19, -0.20, -0.10, 0.02, 0.08, 0.07, 0.07, 0.12, 0.12, 0.13, 0.09, 0.08, 0.09, 0.08, 0.07, -0.06, -0.44, -0.22, -0.19, -0.10, 0.03, 0.07, 0.07, 0.08, 0.12, 0.11, 0.12, 0.08, 0.09, 0.08, 0.07, 0.07, -0.07, -0.46, -0.18, -0.21, -0.10, 0.01, 0.07, 0.07, 0.08, 0.14, 0.13, 0.13, 0.09, 0.08, 0.08, 0.08, 0.07], "orbital_gap_ev": 8.755, "multiplicity": 1, "charge": -1, "total_energy_ev": -139156.74759, "e_lumo_ev": 1.54, "homo_energy_ev": -7.215}